Computed, not measured: a 3-piece molecular cluster, C35H71N6O10P2S overall at a distorted geometry, with ωB97M-V/def2-TZVPD.

Last column: Löwdin charge in e.
Positions of all 125 atoms, in Å:
C (1.552, 3.342, 4.685)  0.02
C (1.059, 2.092, 4.828)  -0.16
C (0.093, 1.372, 3.925)  -0.20
C (0.218, 1.474, 2.386)  -0.38
P (-0.290, 3.172, 1.691)  0.89
N (-1.271, 3.804, 2.941)  -0.13
O (0.980, 4.213, 1.758)  -0.31
C (-1.042, 0.575, 1.917)  -0.29
N (-2.333, 1.130, 2.129)  -0.01
C (-3.365, 0.330, 2.779)  -0.21
C (-3.198, 0.203, 4.292)  -0.22
C (-3.614, 1.490, 5.039)  -0.09
C (-0.721, -0.033, 0.527)  -0.34
C (-1.710, -1.186, 0.268)  -0.10
C (-3.069, -0.802, -0.292)  -0.09
C (-4.056, -1.927, -0.035)  -0.52
O (-3.693, -3.022, 0.282)  0.14
O (-5.367, -1.625, -0.147)  0.12
N (-0.885, 0.934, -0.540)  0.14
C (-0.512, 0.685, -1.665)  -0.74
S (-0.087, 0.260, -3.108)  0.85
N (0.699, -0.446, 0.788)  0.08
C (0.953, -1.877, 1.129)  0.01
C (2.195, -2.450, 0.486)  -0.42
O (2.934, -3.166, 1.074)  0.22
O (2.402, -2.131, -0.852)  0.06
C (1.588, -2.816, -1.753)  -0.47
C (2.164, -2.854, -3.127)  0.04
O (0.538, -3.282, -1.418)  0.12
C (1.348, 0.663, 1.684)  -0.32
C (2.382, 0.066, 2.660)  -0.23
O (3.241, 1.099, 3.042)  -0.17
C (4.371, 0.664, 3.808)  -0.22
O (5.483, 1.349, 3.387)  -0.07
C (5.529, 2.698, 3.867)  -0.15
C (5.323, 3.701, 2.748)  -0.23
O (4.806, 4.884, 3.349)  -0.06
P (2.524, 1.841, 0.655)  1.02
C (3.709, 0.677, -0.145)  -0.20
O (1.668, 2.394, -0.659)  -0.34
H (2.070, 3.703, 3.803)  0.05
H (1.503, 4.028, 5.526)  0.07
H (1.362, 1.530, 5.714)  0.10
H (-0.896, 1.740, 4.200)  0.08
H (0.125, 0.310, 4.202)  0.10
H (-1.021, 4.773, 3.114)  0.05
H (-2.242, 3.770, 2.661)  0.03
H (1.100, 4.529, 0.852)  0.04
H (-0.981, -0.308, 2.565)  0.15
H (-2.667, 1.708, 1.372)  0.10
H (-4.315, 0.840, 2.607)  0.13
H (-3.496, -0.676, 2.357)  0.10
H (-2.188, -0.097, 4.566)  0.09
H (-3.881, -0.590, 4.599)  0.11
H (-3.835, 2.300, 4.344)  0.06
H (-4.475, 1.305, 5.676)  0.07
H (-2.799, 1.839, 5.673)  0.07
H (-1.807, -1.781, 1.176)  0.13
H (-1.253, -1.872, -0.454)  0.12
H (-2.994, -0.708, -1.381)  0.13
H (-3.492, 0.136, 0.058)  0.11
H (-5.528, -1.012, -0.876)  0.13
H (1.245, -0.316, -0.073)  0.13
H (1.004, -2.056, 2.199)  0.16
H (0.160, -2.525, 0.756)  0.13
H (2.829, -1.998, -3.251)  0.09
H (2.778, -3.743, -3.256)  0.11
H (1.370, -2.770, -3.863)  0.10
H (2.994, -0.698, 2.162)  0.10
H (1.902, -0.407, 3.523)  0.14
H (4.546, -0.407, 3.676)  0.15
H (4.148, 0.860, 4.863)  0.14
H (4.774, 2.893, 4.632)  0.12
H (6.514, 2.838, 4.313)  0.13
H (6.269, 3.941, 2.251)  0.12
H (4.646, 3.298, 1.989)  0.08
H (4.532, 5.489, 2.653)  0.09
H (3.282, 0.233, -1.052)  0.03
H (4.089, -0.090, 0.524)  0.05
H (4.536, 1.302, -0.480)  0.06
H (1.947, 1.984, -1.491)  0.04
C (-1.675, 4.581, -6.549)  -0.09
C (-1.514, 4.311, -5.060)  -0.27
N (-0.248, 4.784, -4.529)  -0.20
C (0.049, 4.271, -3.208)  -0.26
C (-0.869, 4.663, -2.043)  -0.08
C (0.040, 6.193, -4.747)  -0.24
C (-0.964, 7.223, -4.218)  -0.08
H (-0.825, 4.189, -7.108)  0.08
H (-2.578, 4.093, -6.917)  0.07
H (-1.770, 5.645, -6.764)  0.07
H (-1.555, 3.228, -4.904)  0.11
H (-2.381, 4.734, -4.528)  0.10
H (1.077, 4.546, -2.953)  0.11
H (0.053, 3.178, -3.280)  0.06
H (-0.717, 5.698, -1.738)  0.06
H (-0.643, 4.036, -1.176)  0.01
H (-1.924, 4.523, -2.282)  0.07
H (0.152, 6.350, -5.822)  0.10
H (1.029, 6.406, -4.333)  0.11
H (-1.992, 6.963, -4.476)  0.07
H (-0.755, 8.196, -4.664)  0.07
H (-0.902, 7.346, -3.138)  0.05
C (-2.108, -9.361, -3.362)  -0.09
C (-2.245, -8.332, -2.250)  -0.27
N (-1.034, -8.181, -1.463)  -0.20
C (-1.233, -7.446, -0.228)  -0.25
C (-1.655, -5.974, -0.322)  -0.08
C (0.165, -7.852, -2.212)  -0.24
C (0.151, -6.582, -3.075)  -0.08
H (-1.755, -10.314, -2.967)  0.08
H (-3.078, -9.527, -3.832)  0.07
H (-1.420, -9.034, -4.143)  0.06
H (-3.039, -8.663, -1.575)  0.12
H (-2.587, -7.380, -2.688)  0.10
H (-0.317, -7.517, 0.366)  0.11
H (-1.993, -7.979, 0.352)  0.11
H (-0.832, -5.336, -0.648)  0.03
H (-1.968, -5.618, 0.662)  0.07
H (-2.496, -5.828, -0.999)  0.07
H (0.400, -8.698, -2.862)  0.10
H (1.002, -7.803, -1.510)  0.11
H (-0.752, -6.508, -3.682)  0.07
H (1.002, -6.599, -3.760)  0.07
H (0.237, -5.675, -2.477)  0.03

Results
Net charge   +1
Molar mass   830.000 g mol⁻¹
LUMO level   -3.055 eV
E_tot   -3537.684811 Eh
Largest force on an atom   2.9 eV/Å
HOMO-LUMO gap   0.240 Ha

***

Computed, not measured: one molecule with the formula C8H16Si at a distorted geometry, with ωB97M-V/def2-TZVPD.

Last column: natural (NBO) charge in e.
Positions of all 25 atoms, in Å:
C (2.417, 1.485, -0.974)  -0.31
C (1.815, 0.037, 1.516)  -0.37
C (1.194, 1.328, -0.429)  0.02
C (0.860, 0.255, 0.603)  -0.49
C (0.161, 2.287, -0.819)  -0.66
C (-2.058, 0.461, 0.689)  -1.08
C (-0.552, -2.292, 1.504)  -1.10
C (-0.833, -1.367, -1.507)  -1.11
Si (-0.649, -0.795, 0.286)  1.59
H (2.847, 2.318, -1.527)  0.19
H (3.182, 0.817, -0.750)  0.18
H (1.555, -0.632, 2.245)  0.18
H (2.768, 0.564, 1.511)  0.18
H (-0.722, 1.795, -1.184)  0.23
H (0.639, 2.990, -1.539)  0.22
H (-0.179, 2.798, 0.095)  0.23
H (-1.802, 1.383, 0.285)  0.22
H (-3.084, 0.204, 0.414)  0.23
H (-1.986, 0.690, 1.814)  0.23
H (-0.626, -1.948, 2.497)  0.23
H (-1.331, -3.046, 1.499)  0.24
H (0.352, -2.901, 1.434)  0.24
H (-1.757, -1.851, -1.752)  0.24
H (-0.623, -0.589, -2.221)  0.24
H (-0.030, -2.190, -1.803)  0.24

Results
Multiplicity   3
Expectation value of S²   2.0081
Relative energy (zero: lowest compared OMol25 entry of this formula, charge and spin)   0.0000 eV
Molar mass   140.302 g mol⁻¹
LUMO level (spin up / spin down)   0.938 / -2.545 eV
E_tot   -603.715443 Eh
Largest force on an atom   8.0 eV/Å
HOMO-LUMO gap (spin up / spin down)   0.217 / 0.240 Ha

***

Computed, not measured: C37H57IMnN4O2 as an isolated structure, with ωB97M-V/def2-TZVPD.

Last column: Löwdin spin population.
Positions of all 102 atoms, in Å:
Mn (-0.414, 1.377, 0.258)  4.61
C (-0.896, -1.656, 0.510)  0.01
N (0.111, -0.770, -0.083)  0.04
C (0.243, -1.025, -1.520)  0.01
C (1.397, -0.968, 0.623)  0.00
C (2.402, 0.125, 0.302)  0.00
N (1.934, 1.460, 0.703)  0.04
C (2.625, 2.492, -0.093)  0.00
C (2.452, 2.395, -1.587)  0.01
C (3.589, 2.477, -2.390)  0.00
C (3.511, 2.516, -3.771)  0.01
C (2.231, 2.502, -4.332)  0.00
C (1.064, 2.422, -3.586)  0.01
C (1.181, 2.337, -2.176)  0.01
O (0.106, 2.230, -1.415)  0.08
C (-0.313, 2.497, -4.255)  0.00
C (-1.085, 3.704, -3.705)  0.00
C (-0.202, 2.661, -5.771)  0.00
C (-1.125, 1.217, -4.008)  0.00
C (4.732, 2.593, -4.685)  0.00
C (4.687, 3.888, -5.504)  0.00
C (6.037, 2.569, -3.892)  0.00
C (4.733, 1.392, -5.640)  0.00
C (2.190, 1.756, 2.121)  0.00
C (1.499, 0.892, 3.137)  0.00
C (2.266, 0.232, 4.075)  0.00
C (1.693, -0.557, 5.073)  0.00
C (0.311, -0.623, 5.080)  0.00
C (-0.522, 0.028, 4.158)  0.01
C (0.088, 0.805, 3.160)  0.01
O (-0.587, 1.449, 2.215)  0.08
C (-2.035, -0.158, 4.379)  0.00
C (-2.403, 0.442, 5.742)  0.00
C (-2.379, -1.657, 4.384)  0.00
C (-2.943, 0.495, 3.334)  0.00
C (2.579, -1.298, 6.071)  0.00
C (3.436, -0.295, 6.850)  0.00
C (1.764, -2.120, 7.068)  0.00
C (3.505, -2.256, 5.308)  0.00
H (-0.609, -2.711, 0.408)  0.00
H (-1.859, -1.507, 0.020)  0.00
H (-0.999, -1.414, 1.568)  0.00
H (0.657, -2.027, -1.705)  0.00
H (0.878, -0.275, -1.989)  0.00
H (-0.739, -0.963, -1.988)  0.00
H (1.816, -1.954, 0.369)  0.00
H (1.176, -0.974, 1.688)  0.00
H (2.580, 0.159, -0.774)  0.00
H (3.369, -0.123, 0.766)  0.00
H (3.706, 2.442, 0.120)  0.00
H (2.285, 3.464, 0.276)  0.00
H (4.552, 2.511, -1.896)  0.00
H (2.151, 2.566, -5.408)  0.00
H (-0.554, 4.632, -3.930)  0.00
H (-1.209, 3.631, -2.627)  0.00
H (-2.070, 3.766, -4.179)  0.00
H (0.329, 3.574, -6.048)  0.00
H (-1.204, 2.720, -6.201)  0.00
H (0.309, 1.816, -6.237)  0.00
H (-1.277, 1.062, -2.943)  0.00
H (-0.610, 0.342, -4.412)  0.00
H (-2.093, 1.293, -4.515)  0.00
H (4.663, 4.760, -4.849)  0.00
H (3.802, 3.925, -6.141)  0.00
H (5.566, 3.964, -6.148)  0.00
H (6.122, 3.426, -3.221)  0.00
H (6.885, 2.603, -4.580)  0.00
H (6.130, 1.660, -3.295)  0.00
H (3.834, 1.364, -6.255)  0.00
H (4.784, 0.456, -5.080)  0.00
H (5.593, 1.434, -6.313)  0.00
H (1.914, 2.804, 2.272)  0.00
H (3.274, 1.681, 2.302)  0.00
H (3.345, 0.331, 4.019)  0.00
H (-0.169, -1.213, 5.847)  0.00
H (-1.877, -0.050, 6.561)  0.00
H (-3.476, 0.340, 5.925)  0.00
H (-2.153, 1.503, 5.774)  0.00
H (-1.828, -2.218, 5.137)  0.00
H (-2.159, -2.106, 3.413)  0.00
H (-3.444, -1.795, 4.582)  0.00
H (-2.859, 1.579, 3.336)  0.00
H (-3.976, 0.231, 3.576)  0.00
H (-2.728, 0.154, 2.323)  0.00
H (2.811, 0.414, 7.395)  0.00
H (4.084, 0.275, 6.183)  0.00
H (4.071, -0.818, 7.569)  0.00
H (1.096, -1.495, 7.663)  0.00
H (2.438, -2.633, 7.756)  0.00
H (1.161, -2.879, 6.567)  0.00
H (4.139, -1.720, 4.600)  0.00
H (2.926, -2.992, 4.747)  0.00
H (4.158, -2.791, 6.001)  0.00
I (-4.843, 5.401, 0.975)  0.00
C (-3.910, 3.772, 0.171)  0.00
C (-4.095, 3.241, -1.087)  0.01
N (-3.275, 2.181, -1.183)  0.00
N (-2.563, 1.991, -0.063)  0.03
C (-2.933, 2.955, 0.769)  0.01
H (-4.732, 3.537, -1.900)  0.00
H (-3.101, 1.599, -1.987)  0.00
H (-2.484, 3.004, 1.748)  0.00

Results
Multiplicity   6
Expectation value of S²   8.7552
Molar mass   771.731 g mol⁻¹
LUMO level (spin up / spin down)   0.359 / 0.346 eV
E_tot   -3262.370269 Eh
Largest force on an atom   0.6 eV/Å
HOMO-LUMO gap (spin up / spin down)   0.265 / 0.281 Ha

***

Computed, not measured: one molecule with the formula C3H4N2S at a distorted geometry, with ωB97M-V/def2-TZVPD.

Last column: natural (NBO) charge in e.
Positions of all 10 atoms, in Å:
S (2.764, -0.003, -0.070)  -0.28
C (1.102, 0.146, 0.025)  0.24
N (0.227, 1.147, 0.108)  -0.56
C (-1.060, 0.621, -0.107)  -0.12
C (-1.011, -0.695, -0.094)  -0.07
N (0.346, -1.054, 0.110)  -0.56
H (0.700, 2.020, 0.053)  0.44
H (-2.017, 1.192, -0.052)  0.24
H (-1.849, -1.509, -0.228)  0.25
H (0.799, -1.863, 0.254)  0.42

Results
Relative energy (zero: lowest compared OMol25 entry of this formula, charge and spin)   0.8942 eV
Molar mass   100.146 g mol⁻¹
LUMO level   0.784 eV
E_tot   -624.392928 Eh
Largest force on an atom   6.6 eV/Å
HOMO-LUMO gap   0.316 Ha